1.
# C5H10IN3Si

2 unconnected molecules or ions with the total composition C5H10IN3Si (ωB97M-V/def2-TZVPD, the Open Molecules 2025 dataset).

Kohn-Sham gap (spin up / spin down)	0.347 / 0.167	Ha
energy relative to the best compared isomer or geometry (same formula, charge and spin)	112.0	kcal per mole

Structure (XYZ):
```
20
Properties=species:S:1:pos:R:3:forces:R:3
C -2.901 1.940 0.324 -1.6771 1.0684 0.7756
C -3.296 0.845 -0.440 2.0737 0.2116 1.0692
C -0.783 2.432 1.659 -0.8636 1.2297 0.2920
C 1.433 -1.337 2.579 5.2075 2.1174 -1.0608
C 0.407 -1.770 -0.450 -2.0767 -1.8671 2.4353
N -2.298 -0.024 -0.392 -0.4407 -0.7495 -0.7094
N -1.300 0.416 0.357 -1.4714 0.9912 -0.2304
N -1.691 1.635 0.798 0.9078 -1.1851 1.1717
Si 1.093 -0.576 0.883 -0.8227 -0.6586 -0.1724
I 3.048 0.642 -0.045 0.1169 -0.1702 0.0567
H -3.474 2.806 0.723 0.7381 -0.7351 -0.7308
H -1.373 3.374 1.842 0.8562 -0.7954 -0.0498
H -0.352 2.078 2.658 -1.2183 -0.3337 -1.6285
H 0.026 2.636 0.986 0.7630 0.4713 0.0528
H 0.662 -1.833 2.960 -3.3869 -2.5079 1.2426
H 2.393 -2.042 2.492 -1.9684 1.5908 0.5377
H 1.569 -0.471 3.312 0.4796 -1.1621 -0.9485
H -0.715 -2.148 -0.220 2.5451 0.8543 0.1287
H 0.175 -1.096 -1.205 0.1118 0.8912 -2.0934
H 0.950 -2.689 -0.724 0.1261 0.7389 -0.1381
```
Forces are in eV/Å.


2.
# C5H10MgO4Sm

A molecular structure, C5H10MgO4Sm (ωB97M-V/def2-TZVPD, the Open Molecules 2025 dataset).

Kohn-Sham gap (spin up / spin down)	0.153 / 0.226	Ha
spin multiplicity	7
expectation value of S²	12.0168

Structure (XYZ):
```
21
Properties=species:S:1:pos:R:3:forces:R:3
O 2.035 -0.137 1.158 -0.4413 -0.2683 0.4385
C 2.310 0.810 0.195 1.2967 -0.6956 -0.2109
C 1.085 1.503 -0.379 -0.6876 -0.0773 -3.1123
O -0.074 0.980 0.148 -1.5145 -2.5760 1.1940
C -1.330 1.497 0.572 0.4406 0.4260 -0.1232
C -2.245 0.281 0.465 -0.2968 0.3083 -0.0697
O -1.677 -0.806 1.153 -0.9038 -1.6205 0.6376
Mg 0.290 -0.936 1.005 0.4354 0.2491 -1.7208
H 2.836 0.358 -0.677 -0.0657 0.0523 0.4074
H 2.996 1.611 0.540 -0.1492 -0.2610 0.2506
H 1.080 2.540 -0.002 0.3119 0.2643 -1.5951
H 1.878 -2.484 -1.554 0.0680 0.7474 0.6580
H -1.650 2.309 -0.097 -0.0572 -0.0891 0.2715
H -1.268 1.833 1.618 0.0925 0.1749 -0.2055
H -2.354 0.163 -0.631 -0.0015 -0.7006 0.3371
H -3.248 0.446 0.897 0.2155 0.5258 -0.2635
C 0.779 -2.449 -1.539 1.8801 -2.6182 -3.6374
O 0.025 -2.176 -0.585 -1.9701 1.6472 4.4158
Sm -2.930 -3.079 1.511 1.1994 1.6325 -0.6169
H 0.431 -3.312 -2.139 -0.0668 0.2854 -0.4486
H 1.032 1.049 -1.656 0.2143 2.5935 3.3933
```
Forces are in eV/Å.


3.
# C5H10N

A molecular structure, C5H10N (ωB97M-V/def2-TZVPD, the Open Molecules 2025 dataset).

charge	+1
Kohn-Sham gap	0.353	Ha
energy relative to the best compared isomer or geometry (same formula, charge and spin)	92.8	kcal per mole

Structure (XYZ):
```
16
Properties=species:S:1:pos:R:3:forces:R:3
C 1.223 -0.092 -1.287 2.1678 1.1493 -2.3265
C 0.332 -1.127 -0.840 1.5056 3.6216 4.2117
C 0.562 -0.265 0.858 0.3039 -3.2463 -2.8613
C 0.115 0.305 -0.444 -2.8599 0.6117 0.6955
C -1.010 1.370 -0.764 1.8602 -2.4868 -1.8348
N -0.423 -0.722 1.921 -1.5419 3.0980 -4.9593
H 2.259 0.061 -0.941 -0.3764 -0.3499 -0.2319
H 1.062 0.226 -2.337 0.3050 -0.2631 0.5652
H -0.020 -2.031 -1.166 -1.1716 -1.9349 -0.2999
H 1.603 -0.216 1.173 -0.3546 -0.0369 0.2208
H -1.845 0.783 -1.166 -0.0526 0.5160 0.1010
H -0.641 2.064 -1.552 -0.3740 -0.2980 0.8493
H -1.259 1.819 0.138 -0.6510 1.2842 1.3663
H -0.261 -1.454 2.507 0.8595 -3.6115 1.1796
H -1.351 -0.755 1.365 1.4332 -0.0954 1.8196
H -0.345 0.033 2.535 -1.0532 2.0420 1.5049
```
Forces are in eV/Å.


4.
# C5H10N

A gas-phase ion, C5H10N (charge +1) (ωB97M-V/def2-TZVPD, the Open Molecules 2025 dataset).

charge	+1
Kohn-Sham gap (spin up / spin down)	0.259 / 0.259	Ha
energy relative to the best compared isomer or geometry (same formula, charge and spin)	71.8	kcal per mole

Structure (XYZ):
```
16
Properties=species:S:1:pos:R:3:forces:R:3
C -0.230 1.429 0.216 0.4441 1.3217 -0.4483
C -0.159 0.054 0.329 0.1489 -0.8751 -0.2432
C 2.357 -0.110 -0.236 -0.2180 -1.8335 3.1870
C -1.502 -0.640 0.501 -0.1457 2.4405 -1.8685
C 1.027 -0.710 0.216 0.6836 4.4687 -1.3117
N -2.424 -0.049 -0.498 -0.8047 1.8820 1.9694
H -1.237 1.984 0.331 1.8252 -1.1334 -0.2091
H 2.365 0.620 -0.970 -0.7126 2.4329 -0.5962
H 2.930 0.155 0.787 -0.8720 -0.5718 -2.4494
H 2.851 -0.855 -0.826 0.8465 -1.0783 0.5377
H -1.544 -1.630 0.272 0.8833 -3.0090 -0.2926
H -1.755 -0.529 1.502 -1.0577 0.2633 1.8746
H 0.674 2.102 -0.010 -1.4057 -1.2286 0.5281
H 1.064 -1.736 0.394 -0.3547 -1.6651 0.5372
H -3.161 0.530 -0.026 1.0247 -0.6036 -0.6639
H -2.948 -0.748 -0.967 -0.2851 -0.8108 -0.5512
```
Forces are in eV/Å.


5.
# C5H10N

A gas-phase ion, C5H10N (charge +1) (ωB97M-V/def2-TZVPD, the Open Molecules 2025 dataset).

charge	+1
Kohn-Sham gap	0.282	Ha
energy relative to the best compared isomer or geometry (same formula, charge and spin)	62.0	kcal per mole

Structure (XYZ):
```
16
Properties=species:S:1:pos:R:3:forces:R:3
C -1.669 1.675 -1.550 2.1134 -1.5593 1.8381
N -0.604 1.127 -2.020 1.2416 -0.8132 1.5514
C 0.220 0.190 -1.241 1.1269 -3.1677 1.0572
C 0.133 -0.015 0.302 2.3361 -2.1336 -0.3566
C 0.832 -0.998 0.992 -0.8483 2.9799 -1.3844
C 0.822 -1.249 2.446 -0.7858 -1.3968 0.8108
H -1.921 1.545 -0.437 0.2858 -0.1153 -2.0330
H -2.236 2.242 -2.179 -1.5258 1.7468 -1.4562
H 0.014 1.239 -2.874 -2.4257 0.6466 0.3648
H 1.256 0.339 -1.611 -0.5028 0.0610 0.5221
H -0.030 -0.888 -1.526 0.0720 1.5227 -0.6984
H -0.557 0.550 0.816 -1.1856 1.4711 1.3333
H 1.447 -1.695 0.513 0.9092 -0.7525 -1.4160
H 0.405 -0.372 2.935 -0.4075 -0.3208 0.4292
H 1.799 -1.522 3.029 -1.6771 0.3255 -1.7251
H 0.089 -2.167 2.405 1.2736 1.5054 1.1629
```
Forces are in eV/Å.


6.
# C5H10N

A gas-phase ion, C5H10N (charge +1) (ωB97M-V/def2-TZVPD, the Open Molecules 2025 dataset).

charge	+1
Kohn-Sham gap (spin up / spin down)	0.253 / 0.278	Ha
spin multiplicity	3
energy relative to the best compared isomer or geometry (same formula, charge and spin)	122.8	kcal per mole
expectation value of S²	2.0049

Structure (XYZ):
```
16
Properties=species:S:1:pos:R:3:forces:R:3
C 0.772 0.228 -1.698 -1.0871 2.2908 -1.3733
C 0.747 0.876 -0.354 11.8618 4.5147 5.4490
C -0.990 0.547 1.413 -1.1867 -1.2305 -1.1959
C 0.448 -1.469 0.508 1.7279 0.9243 -1.0558
C -0.141 -0.092 0.315 -3.3293 2.6024 -0.0675
N -0.493 0.388 -1.054 -4.4165 -8.7671 -2.6173
H 0.944 0.731 -2.639 -0.2162 0.4407 0.1322
H 0.828 1.970 -0.019 0.2608 -2.0290 -0.9396
H -1.294 -0.133 2.247 0.5224 0.7282 -0.7430
H -0.485 1.447 1.687 0.2122 0.4274 0.9546
H -1.893 0.852 0.862 -0.2056 0.1007 0.7326
H 0.414 -1.558 1.533 0.2194 -0.3037 2.4601
H 1.514 -1.478 0.214 -0.7057 -0.4315 -0.0095
H -0.166 -2.250 0.147 -0.5959 -0.7158 -1.0308
H 1.100 -0.809 -1.765 0.1642 -0.0533 0.4636
H -1.305 0.751 -1.396 -3.2257 1.5018 -1.1595
```
Forces are in eV/Å.


7.
# C5H10N2

A single C5H10N2 molecule (ωB97M-V/def2-TZVPD, the Open Molecules 2025 dataset).

Kohn-Sham gap	0.316	Ha
energy relative to the best compared isomer or geometry (same formula, charge and spin)	90.9	kcal per mole

Structure (XYZ):
```
17
Properties=species:S:1:pos:R:3:forces:R:3
C -2.344 0.850 -0.340 -3.3994 1.0688 -1.4539
C -2.670 -0.341 0.211 -0.2454 0.3724 -0.3536
C -1.424 -0.977 0.421 0.1596 -0.1669 -0.0082
N -0.603 0.028 0.462 2.7851 -0.9837 1.8315
N 0.723 -0.094 0.401 0.7628 -0.3204 0.1205
C 1.435 -1.186 -0.226 -0.2320 -0.0216 -0.1528
C 1.437 1.158 0.441 -0.0899 0.0726 0.0491
H -1.576 0.989 -1.074 0.0722 -0.0242 -0.0971
H -3.057 1.675 -0.319 -0.0217 0.0758 0.0980
H -3.622 -0.616 0.628 -0.1621 -0.0114 0.0492
H -1.192 -2.033 0.442 0.1706 -0.0216 0.0237
H 1.693 -0.945 -1.267 0.0344 -0.0536 0.0097
H 2.354 -1.381 0.329 -0.0107 -0.0457 -0.0597
H 0.827 -2.087 -0.218 0.0825 0.0066 -0.0003
H 0.862 1.864 1.038 0.0729 -0.0211 -0.0469
H 2.415 1.007 0.902 -0.0145 0.0447 -0.0119
H 1.587 1.574 -0.564 0.0356 0.0293 0.0026
```
Forces are in eV/Å.


8.
# C5H10N2

A single C5H10N2 molecule (ωB97M-V/def2-TZVPD, the Open Molecules 2025 dataset).

Kohn-Sham gap	0.363	Ha
energy relative to the best compared isomer or geometry (same formula, charge and spin)	66.5	kcal per mole

Structure (XYZ):
```
17
Properties=species:S:1:pos:R:3:forces:R:3
C -2.143 0.145 0.092 0.2444 -0.1065 0.0681
C -1.052 -0.417 -0.857 0.0631 -0.2169 -0.1874
N -0.221 0.586 -1.524 0.0696 0.4953 -0.3318
C 0.475 -0.536 -0.911 -0.1269 -0.1244 0.2564
C 1.436 -0.631 0.239 -0.0601 0.0389 -0.0962
C 1.974 0.542 0.955 0.1931 0.2962 -0.0207
N 0.997 -0.340 1.594 -0.2655 0.1065 0.2173
H -3.110 0.041 -0.427 0.3984 -0.0698 0.0883
H -2.037 1.227 0.254 0.2541 -0.2976 0.0520
H -2.279 -0.328 1.070 0.2725 -0.1294 -0.1436
H -1.476 -1.179 -1.494 -0.2938 0.2662 -0.5124
H -0.215 1.423 -0.951 0.0184 -0.0101 0.1305
H 0.887 -1.107 -1.747 -0.5062 -0.4650 0.3563
H 2.073 -1.516 0.165 -0.2125 0.2295 0.0135
H 2.967 0.507 1.397 -0.1446 0.0297 -0.1215
H 1.662 1.523 0.601 -0.0056 -0.0880 0.1111
H 0.063 0.060 1.544 0.1016 0.0455 0.1199
```
Forces are in eV/Å.


9.
# C5H10N2

A molecular structure, C5H10N2 (ωB97M-V/def2-TZVPD, the Open Molecules 2025 dataset).

Kohn-Sham gap	0.349	Ha
energy relative to the best compared isomer or geometry (same formula, charge and spin)	78.0	kcal per mole

Structure (XYZ):
```
17
Properties=species:S:1:pos:R:3:forces:R:3
C -2.740 0.203 -0.338 2.1872 1.6300 -1.2850
C 1.690 1.435 0.534 -0.0212 0.0210 -0.0157
C -0.475 -0.265 0.051 8.7223 -0.0573 -0.1873
C 1.300 0.160 -0.122 -2.5773 -1.6733 1.0478
N -0.626 -1.423 0.723 -1.0771 0.0723 0.1546
C 2.095 -0.670 -0.775 0.1450 -0.0474 0.0862
N -0.961 0.636 -0.605 -7.3182 0.1397 0.1951
H -1.537 -1.856 0.696 0.0816 -0.2303 0.0633
H 0.193 -2.005 0.805 -0.1965 0.1450 -0.0072
H -3.029 0.183 0.712 0.4135 -0.0064 -0.0191
H -3.152 1.075 -0.835 -0.3423 -0.1759 0.0736
H -3.005 -0.711 -0.872 0.2455 0.0694 0.0384
H 1.470 1.407 1.603 -0.0271 -0.0093 0.0179
H 2.758 1.640 0.408 -0.0988 -0.0096 -0.0554
H 1.112 2.256 0.109 0.0193 0.0506 0.0020
H 3.166 -0.493 -0.839 -0.0494 0.1643 -0.1662
H 1.740 -1.572 -1.255 -0.1065 -0.0825 0.0570
```
Forces are in eV/Å.


10.
# C5H10N2

A single C5H10N2 molecule (ωB97M-V/def2-TZVPD, the Open Molecules 2025 dataset).

Kohn-Sham gap	0.382	Ha
energy relative to the best compared isomer or geometry (same formula, charge and spin)	36.5	kcal per mole

Structure (XYZ):
```
17
Properties=species:S:1:pos:R:3:forces:R:3
C 1.053 1.687 -1.565 0.0363 0.0771 -0.0471
C 0.976 0.161 -1.649 0.0195 0.0397 -0.1202
N 0.522 -0.272 -0.340 -0.4296 -0.0036 0.0417
C -0.722 -0.434 -0.169 0.2824 0.1095 0.0259
C -1.284 -0.512 1.207 -0.1439 0.0280 -0.1405
C -0.811 -1.535 2.176 -0.0480 -0.2892 0.0634
N -0.385 -0.153 2.297 0.1181 0.0946 0.0337
H 1.537 2.136 -2.436 -0.0423 -0.1027 0.0562
H 1.606 1.968 -0.663 -0.0296 0.0060 -0.1850
H 0.041 2.101 -1.471 0.1842 -0.0518 -0.0401
H 0.292 -0.143 -2.458 0.0789 0.0072 0.1446
H 1.963 -0.265 -1.858 -0.1483 0.0528 0.0768
H -1.435 -0.413 -1.008 0.0782 0.0250 0.0974
H -2.300 -0.129 1.292 0.1219 -0.1078 0.0276
H -1.490 -1.873 2.956 0.1132 -0.0033 -0.1444
H -0.104 -2.277 1.812 -0.0660 0.1343 0.0157
H 0.540 -0.047 1.877 -0.1251 -0.0155 0.0942
```
Forces are in eV/Å.


11.
# C5H10N2

A single C5H10N2 molecule (ωB97M-V/def2-TZVPD, the Open Molecules 2025 dataset).

Kohn-Sham gap	0.362	Ha
energy relative to the best compared isomer or geometry (same formula, charge and spin)	54.8	kcal per mole

Structure (XYZ):
```
17
Properties=species:S:1:pos:R:3:forces:R:3
C 1.528 -1.347 2.299 0.2001 2.1072 -0.8371
C 0.729 -1.053 0.988 -0.0346 1.0590 1.0416
N 0.410 0.423 0.964 1.7821 -1.5350 0.1093
C 0.125 1.016 -0.102 -0.6234 0.9057 0.4193
N -0.357 0.510 -1.297 0.4376 0.8042 -1.3632
C -1.053 1.463 -2.220 0.8482 -2.0389 0.2652
C -1.755 0.281 -1.570 0.9311 0.6618 -0.4553
H 2.357 -0.587 2.442 -1.0012 -0.8578 -0.1610
H 1.957 -2.295 2.182 0.8054 -1.5075 0.0158
H 0.899 -1.369 3.186 -0.1156 0.2396 -0.0464
H 1.319 -1.420 0.095 -0.9294 0.6268 0.7551
H -0.214 -1.563 1.124 -0.2547 -0.5758 -0.5607
H 0.274 2.101 -0.099 -0.3448 0.0880 0.0185
H -0.643 1.460 -3.227 -0.4045 -0.3409 0.0498
H -1.270 2.445 -1.874 -0.2299 0.5460 0.6135
H -2.410 0.572 -0.767 -0.5060 -0.3036 0.0666
H -1.896 -0.638 -2.125 -0.5603 0.1211 0.0692
```
Forces are in eV/Å.


12.
# C5H10N2

2 unconnected molecules or ions with the total composition C5H10N2 (ωB97M-V/def2-TZVPD, the Open Molecules 2025 dataset).

Kohn-Sham gap (spin up / spin down)	0.280 / 0.281	Ha
energy relative to the best compared isomer or geometry (same formula, charge and spin)	129.7	kcal per mole

Structure (XYZ):
```
17
Properties=species:S:1:pos:R:3:forces:R:3
C -1.780 -0.456 -0.400 0.5307 -0.1359 -0.7117
C -0.131 1.326 0.532 -1.2154 -1.8652 -0.6532
N 0.835 -0.699 -1.392 0.2122 -0.5254 -1.9912
C -0.438 -0.256 0.266 -1.0971 2.3632 2.6237
C 2.273 0.871 -0.564 1.9060 -0.6015 0.1033
C -0.062 -1.097 1.254 0.3199 -0.0834 -0.6244
N 1.921 -0.088 -1.199 -1.9234 0.7508 1.4278
H 0.889 -1.705 -1.273 0.5208 -0.1297 0.0573
H 3.127 1.515 -0.572 0.1426 0.3192 -0.3934
H -2.057 -1.507 -0.444 0.0022 -0.1110 0.1165
H -2.574 0.096 0.097 0.0201 0.0688 0.1363
H -1.710 -0.109 -1.431 -0.1867 0.0897 -0.0525
H -0.595 -2.018 1.439 0.0437 -0.2591 -0.2122
H 0.858 -0.957 1.796 0.0091 0.2874 0.3523
H 0.555 1.493 1.362 0.2519 0.0091 -0.4231
H 0.003 1.942 -0.362 0.4906 -0.1666 0.1164
H -1.113 1.650 0.891 -0.0271 -0.0103 0.1280
```
Forces are in eV/Å.


Short version: E_tot = -25790.6432, -36879.5962, -6826.1774, -6827.0868, -6827.5143, -6820.9071, -8323.3915, -8324.4508, -8323.9503, -8325.7505, -8324.9589, -8321.7075 eV, in the order given.